A cluster of 15 separate species, C40H108BBrF16N9O21S4 in total in a non-equilibrium geometry. Source: the OMol25 dataset; level of theory: wB97M-V/def2-TZVPD.

Each line ends with the Mulliken charge.
Atoms and positions in Å:
B 5.794 10.894 0.426  0.1897
F 4.594 10.533 -0.293  0.1633
F 6.852 10.736 -0.430  -0.8668
F 5.746 12.182 0.987  -0.0520
F 5.883 10.064 1.490  -0.0424
C 11.407 10.710 6.373  -0.7897
C 12.130 9.452 6.037  0.1769
C 11.207 8.219 5.770  -0.8638
O 10.441 8.509 4.599  -0.0954
C 9.352 7.568 4.294  -0.5701
N 13.040 9.819 4.854  0.0042
H 13.767 9.185 4.556  0.4366
H 12.426 10.083 4.096  0.0548
H 13.604 10.649 4.970  0.3801
H 12.011 11.528 6.766  0.3826
H 10.520 10.399 6.924  0.2851
H 10.937 10.982 5.428  -0.0674
H 12.868 9.301 6.824  0.3036
H 10.558 7.954 6.605  0.4050
H 11.770 7.328 5.491  0.4627
H 9.114 7.705 3.240  0.1010
H 8.431 7.890 4.780  0.0669
H 9.751 6.581 4.528  0.5148
C 8.738 13.385 1.335  -0.8179
C 9.779 12.172 1.362  0.6180
C 10.824 12.357 2.471  -1.2387
O 11.690 11.263 2.799  -0.2948
C 12.647 10.986 1.834  -0.6546
N 8.950 10.900 1.615  2.0492
H 9.544 10.119 1.377  0.0188
H 8.805 10.817 2.611  -0.3800
H 8.084 10.779 1.109  -0.8402
H 9.427 14.195 1.096  0.6213
H 8.292 13.573 2.311  -0.2029
H 7.865 13.294 0.688  -0.0116
H 10.268 12.126 0.389  0.3617
H 10.361 12.551 3.439  0.0520
H 11.473 13.207 2.260  0.6099
H 12.159 10.584 0.946  0.0364
H 13.407 10.248 2.090  0.3686
H 13.209 11.848 1.476  0.3834
C 6.310 16.069 4.548  -1.1567
C 5.748 16.242 3.088  -0.0735
C 6.884 16.453 2.122  -0.7559
O 6.507 16.267 0.796  0.0426
C 7.567 16.440 -0.086  -0.7768
N 4.926 14.994 2.767  1.0231
H 4.057 14.969 3.281  0.5202
H 4.519 14.990 1.843  -0.1367
H 5.501 14.173 2.892  -0.0666
H 5.493 16.020 5.268  0.4434
H 6.829 16.990 4.812  0.4319
H 7.077 15.294 4.527  0.1313
H 5.010 17.042 3.025  0.5783
H 7.615 15.712 2.445  0.2362
H 7.359 17.415 2.317  0.4748
H 8.520 16.536 0.433  0.4274
H 7.599 17.323 -0.725  0.2951
H 7.663 15.565 -0.728  0.0716
C -0.002 6.773 -3.943  -1.4692
C -0.809 7.483 -2.904  0.2530
C 0.011 7.985 -1.745  -0.9243
O 1.112 8.677 -2.308  -0.3223
C 1.862 9.418 -1.385  0.4849
N -1.521 8.725 -3.495  -0.1743
H -1.372 8.811 -4.490  0.3405
H -2.511 8.575 -3.366  0.3828
H -1.337 9.571 -2.975  0.2697
H -0.689 6.288 -4.636  0.4120
H 0.708 6.000 -3.651  0.3780
H 0.676 7.438 -4.479  0.3849
H -1.617 6.861 -2.520  0.4104
H 0.413 7.176 -1.136  0.3956
H -0.564 8.583 -1.038  0.4777
H 2.788 9.564 -1.940  -0.2832
H 1.995 8.887 -0.442  0.2167
H 1.433 10.412 -1.255  -0.1713
C 1.521 12.031 1.367  -1.4002
C 2.121 11.898 2.803  1.0783
C 0.978 11.621 3.816  -1.0689
O 1.567 11.491 5.222  -0.2045
C 0.627 12.007 6.200  -0.8995
N 3.185 10.801 2.867  1.7333
H 3.857 10.711 3.616  -0.0235
H 2.899 9.844 2.715  -0.0018
H 3.803 10.948 2.082  -0.8270
H 2.236 11.893 0.556  0.0098
H 1.122 13.038 1.249  0.5649
H 0.662 11.374 1.229  0.4710
H 2.771 12.761 2.949  -0.2249
H 0.604 10.632 3.550  0.3101
H 0.170 12.348 3.738  0.6206
H -0.421 11.904 5.916  0.3560
H 0.868 13.062 6.327  0.3147
H 0.664 11.526 7.178  0.2615
C 11.563 11.027 -3.973  -1.3699
C 11.140 12.455 -4.572  0.3192
C 11.157 12.380 -6.068  -0.7417
O 10.438 13.346 -6.857  -0.3426
C 10.947 14.640 -6.762  -0.6944
N 9.678 12.859 -4.049  0.2527
H 9.028 12.104 -3.881  0.0836
H 9.952 13.143 -3.120  0.4245
H 9.165 13.588 -4.523  0.4323
H 12.522 10.651 -4.329  0.4650
H 11.048 10.082 -4.148  0.2348
H 11.528 11.217 -2.901  0.3571
H 11.893 13.132 -4.170  0.3201
H 10.610 11.478 -6.343  0.2120
H 12.199 12.330 -6.384  0.4933
H 11.959 14.817 -7.126  0.3162
H 11.035 14.824 -5.692  0.2679
H 10.342 15.391 -7.270  0.2678
C 4.960 6.940 -0.645  -0.9275
C 6.487 7.312 -0.489  0.9888
C 7.353 6.041 -0.719  -1.0854
O 7.350 5.717 -2.102  -0.2366
C 7.506 4.311 -2.351  -0.9152
N 6.840 8.315 -1.593  0.8815
H 6.609 8.249 -2.574  0.3027
H 6.427 9.196 -1.321  -0.5634
H 7.838 8.448 -1.519  0.0345
H 4.573 7.942 -0.459  -0.0911
H 4.736 6.291 0.201  0.4759
H 4.729 6.671 -1.676  0.3708
H 6.771 7.742 0.471  -0.1826
H 6.885 5.163 -0.272  0.5015
H 8.328 6.167 -0.247  0.4379
H 7.656 4.218 -3.427  0.2379
H 6.719 3.683 -1.935  0.3389
H 8.454 3.936 -1.964  0.3601
C 5.815 3.541 7.259  -1.4966
C 6.605 4.808 6.947  0.1870
C 5.722 5.982 6.303  -0.1791
O 6.102 7.214 6.825  -0.5750
C 5.916 8.378 6.094  -0.8243
N 7.223 5.320 8.348  -0.2833
H 7.505 6.245 8.055  0.2569
H 6.551 5.580 9.056  0.3744
H 7.942 4.770 8.796  0.3319
H 6.363 2.653 7.574  0.4140
H 5.396 3.265 6.291  0.3906
H 4.941 3.720 7.885  0.4041
H 7.460 4.456 6.371  0.2330
H 4.642 5.845 6.246  0.4580
H 5.959 5.875 5.245  0.2143
H 4.881 8.621 6.335  0.5322
H 5.871 8.267 5.010  0.1075
H 6.707 9.078 6.364  0.4476
C 5.163 13.760 -2.085  -1.1634
C 4.904 12.526 -2.950  1.0736
C 3.443 12.009 -2.868  0.6601
O 2.589 13.057 -3.414  -0.5364
C 1.156 12.635 -3.381  -0.7284
N 5.288 12.940 -4.428  0.1384
H 6.117 13.516 -4.404  0.2991
H 5.599 12.180 -5.016  0.1107
H 4.697 13.499 -5.027  0.5327
H 6.149 14.224 -2.123  0.5891
H 5.202 13.409 -1.054  -0.1708
H 4.330 14.437 -2.275  0.1159
H 5.587 11.696 -2.770  -0.4788
H 3.111 11.900 -1.835  -1.0539
H 3.353 11.101 -3.465  0.8811
H 0.510 13.342 -3.902  0.4166
H 0.802 12.524 -2.356  0.1597
H 1.053 11.682 -3.900  0.2994
C 3.309 17.249 -1.718  0.5350
F 2.737 18.404 -2.058  -0.2371
F 3.290 16.527 -2.879  -0.2732
F 4.589 17.478 -1.429  -0.2262
S 2.275 16.378 -0.301  1.1435
O 1.231 15.531 -0.940  -0.6944
O 3.319 15.515 0.271  -0.7895
O 1.625 17.469 0.464  -0.7080
C 7.453 12.149 6.320  0.4060
F 6.732 13.062 6.973  -0.2105
F 8.680 12.680 6.003  -0.2230
F 7.659 11.149 7.147  -0.2024
S 6.553 11.608 4.660  0.6471
O 5.204 11.069 5.025  -0.9932
O 6.608 12.878 3.949  -0.7968
O 7.442 10.585 4.204  -0.6088
C 8.156 8.724 -5.897  0.4660
F 8.458 7.799 -4.967  -0.2123
F 9.282 9.249 -6.304  -0.1756
F 7.558 8.033 -6.894  -0.2198
S 7.024 10.002 -5.061  1.0776
O 7.996 10.687 -4.180  -0.7712
O 6.310 10.826 -6.030  -1.0196
O 6.039 9.186 -4.456  -0.6825
C 2.842 6.959 4.090  0.4306
F 4.148 6.901 3.877  -0.2304
F 2.563 6.066 5.062  -0.2736
F 2.644 8.179 4.528  -0.2154
S 1.788 6.705 2.539  1.3814
O 0.449 6.321 2.979  -0.7270
O 1.630 7.990 1.848  -0.6494
O 2.498 5.736 1.667  -0.7335
Br 10.389 8.609 -0.476  -0.6773

Calculated total energy (hartree): -9450.3739
HOMO-LUMO gap (eV): 7.29
Charge: +3

---

An isolated molecule of C3H7N3O in a non-equilibrium geometry. Source: the OMol25 dataset; level of theory: wB97M-V/def2-TZVPD.

Each line ends with the Mulliken charge.
Atoms and positions in Å:
H 2.533 -1.038 0.018  0.2539
N 1.647 -1.525 -0.020  -0.7673
C 0.632 -0.788 0.202  0.4015
N -0.581 -1.354 -0.017  -0.2512
N -1.473 -0.340 -0.542  -0.4932
C -0.997 0.834 0.226  -0.4759
C 0.502 0.694 0.443  -0.0130
O 1.309 1.440 -0.527  -0.5237
H -0.583 -2.084 -0.681  0.3188
H -2.439 -0.577 -0.246  0.2696
H -1.427 0.873 1.261  0.2696
H -1.273 1.802 -0.210  0.3366
H 0.832 1.146 1.383  0.3161
H 1.320 0.916 -1.291  0.3581

ΔE to the lowest compared entry with this formula, charge and spin (kcal per mole): 57.86
SMILES string: [H]/N=C1/NNC[C@@H]1O
Calculated total energy (hartree): -357.9577
HOMO-LUMO gap (eV): 9.48

---

A cluster of 2 separate species, C5H11NO2 in total in a non-equilibrium geometry. Source: the OMol25 dataset; level of theory: wB97M-V/def2-TZVPD.

Each line ends with the Mulliken charge.
Atoms and positions in Å:
C 0.995 -0.669 1.676  -0.3935
N 0.195 -1.006 0.752  -0.3225
C -1.226 -0.587 0.873  -0.7494
C -1.284 0.792 0.252  -0.4051
C -0.487 1.088 -1.091  -0.5826
C 1.024 1.356 -1.008  -0.0022
O 1.711 1.410 -0.024  -0.4763
H 0.632 -0.173 2.585  0.2711
H 2.050 -0.658 1.487  0.3152
H -1.377 -0.439 1.979  0.3292
H -1.798 -1.459 0.576  0.3734
H -2.378 0.974 -0.175  0.2950
H -1.093 1.596 0.956  0.2604
H -0.766 0.221 -1.732  0.2877
H -0.968 2.012 -1.551  0.3899
H 1.483 1.350 -2.016  0.3741
O 1.051 -2.193 -1.350  -0.6865
H 1.799 -1.664 -1.620  0.2714
H 0.439 -1.951 -0.571  0.4506

ΔE to the lowest compared entry with this formula, charge and spin (kcal per mole): 72.37
SMILES string: C=NCCCC=O.O
Calculated total energy (hartree): -402.2628
HOMO-LUMO gap (eV): 10.39

---

An isolated molecule of C2H6O2 in a non-equilibrium geometry. Source: the OMol25 dataset; level of theory: wB97M-V/def2-TZVPD.

Each line ends with the Mulliken charge.
Atoms and positions in Å:
O 0.509 1.496 0.086  -0.5933
C 0.705 0.067 -0.054  -0.4847
C -0.448 -0.844 0.103  -0.2164
O -1.229 -0.184 -0.961  -0.5322
H 0.484 1.876 1.105  0.3254
H 0.995 -0.032 -1.140  0.2499
H 1.407 -0.085 0.650  0.4601
H -1.091 -1.018 1.134  0.1844
H -0.499 -2.003 -0.116  0.2244
H -0.833 0.727 -0.807  0.3824

ΔE to the lowest compared entry with this formula, charge and spin (kcal per mole): 64.46
SMILES string: OCCO
Calculated total energy (hartree): -230.1779
HOMO-LUMO gap (eV): 10.54

---

An isolated molecule of CHClNO2PS in a non-equilibrium geometry. Source: the OMol25 dataset; level of theory: wB97M-V/def2-TZVPD.

Each line ends with the Mulliken charge.
Atoms and positions in Å:
C -0.822 -0.701 0.191  0.6995
N -0.579 0.546 0.001  -0.1579
O 0.234 -1.364 0.072  -0.4042
O 1.247 0.499 -1.691  -0.6002
P 1.138 0.335 -0.250  0.7428
S 2.260 0.727 1.267  -0.3407
Cl -2.323 -1.322 0.521  -0.0962
H -1.155 1.280 -0.111  0.1569

ΔE to the lowest compared entry with this formula, charge and spin (kcal per mole): 1.80
Calculated total energy (hartree): -1443.7221
HOMO-LUMO gap (eV): 9.97

---

A structure of composition C45H55BNO2P2ReSbSi3Te in a non-equilibrium geometry. Source: the OMol25 dataset; level of theory: wB97M-V/def2-TZVPD.

Each line ends with the Mulliken charge.
Atoms and positions in Å:
Re -0.337 0.269 0.050  2.7878
Te 1.479 -0.680 -1.732  0.4187
C 3.454 0.006 -2.049  0.3588
C 3.888 -0.099 -3.359  -0.6467
C 5.204 0.258 -3.626  -0.4860
N 6.056 0.676 -2.701  -0.5792
C 5.613 0.765 -1.456  -0.5051
C 4.318 0.451 -1.066  0.1875
C 1.313 -1.554 0.185  -0.2807
P 1.257 -0.562 1.621  0.0763
C 0.941 -1.371 3.182  1.0515
C 0.256 -0.612 4.131  -0.4572
C 0.033 -1.128 5.394  -0.6425
C 0.503 -2.394 5.715  -0.7712
C 1.204 -3.139 4.777  -0.7057
C 1.425 -2.633 3.507  -0.0298
C 2.620 0.559 1.918  0.4418
C 3.834 0.043 2.381  -0.1989
C 4.879 0.899 2.666  -0.7120
C 4.717 2.273 2.506  -0.7359
C 3.506 2.788 2.070  -0.7052
C 2.456 1.930 1.779  0.5872
P 0.796 -3.359 0.218  0.1977
C -0.510 -3.531 -1.046  0.6286
C -1.534 -2.618 -1.279  0.7108
C -2.579 -2.897 -2.145  -1.2685
C -2.621 -4.117 -2.799  -0.7094
C -1.623 -5.052 -2.566  -0.8353
C -0.586 -4.767 -1.693  -0.9090
C 2.285 -3.939 -0.653  0.5935
C 2.465 -3.927 -2.036  -0.4636
C 3.695 -4.252 -2.585  -0.6824
C 4.759 -4.592 -1.760  -0.6291
C 4.585 -4.627 -0.385  -0.8096
C 3.353 -4.306 0.163  -0.4310
H 3.254 -0.453 -4.159  0.4434
H 5.586 0.192 -4.636  0.4191
H 6.326 1.111 -0.719  0.4108
H 4.021 0.554 -0.034  0.2946
H -0.112 0.379 3.889  0.3583
H -0.510 -0.546 6.125  0.4901
H 0.328 -2.799 6.702  0.4404
H 1.578 -4.120 5.033  0.4935
H 1.971 -3.227 2.781  0.2066
H 3.962 -1.025 2.517  0.4464
H 5.820 0.501 3.019  0.4725
H 5.536 2.940 2.736  0.4499
H 3.380 3.856 1.966  0.5000
H 1.503 2.345 1.453  -0.0873
H -1.575 -1.672 -0.724  -0.0414
H -3.371 -2.176 -2.287  0.4423
H -3.435 -4.348 -3.470  0.4549
H -1.655 -6.012 -3.060  0.4348
H 0.174 -5.518 -1.521  0.5607
H 1.634 -3.694 -2.695  0.4270
H 3.822 -4.250 -3.658  0.4750
H 5.715 -4.850 -2.191  0.4457
H 5.401 -4.919 0.258  0.4790
H 3.222 -4.358 1.238  0.3690
O -2.531 0.198 2.636  -1.2234
B -1.796 -0.329 1.598  0.6786
O -1.732 -1.719 1.681  -0.0919
C -2.387 -2.052 2.848  0.2898
C -2.527 -3.284 3.443  -0.7650
C -3.216 -3.295 4.653  -0.8994
C -3.728 -2.130 5.221  -0.5917
C -3.571 -0.886 4.609  -1.1862
C -2.884 -0.894 3.418  0.8054
H -2.133 -4.181 2.992  0.6176
H -3.361 -4.233 5.166  0.4710
H -4.259 -2.188 6.159  0.4597
H -3.962 0.022 5.041  0.5682
C -2.888 0.870 -4.258  -0.8535
Si -1.611 2.102 -3.701  0.5383
C 0.109 1.591 -4.225  -0.9286
C -1.989 3.824 -4.292  -1.0271
Sb -1.697 2.200 -1.131  -2.2137
Si -0.442 4.364 -0.461  0.6520
C -0.659 4.437 1.391  -0.8377
C -1.236 5.799 -1.337  -1.0540
C 1.314 4.054 -1.019  -0.5334
Si -4.189 2.327 -0.442  0.7599
C -4.821 0.620 -0.832  -0.6523
C -4.911 3.662 -1.518  -1.0790
C -4.225 2.751 1.367  -0.8425
H -2.761 0.694 -5.327  0.4650
H -3.905 1.227 -4.105  0.3304
H -2.774 -0.086 -3.751  0.0483
H 0.303 2.002 -5.217  0.5322
H 0.198 0.506 -4.302  0.2036
H 0.886 1.970 -3.560  0.1665
H -2.214 3.798 -5.358  0.4140
H -1.130 4.477 -4.156  0.2863
H -2.842 4.274 -3.789  0.3012
H -1.626 4.875 1.638  0.3442
H 0.110 5.053 1.860  0.4921
H -0.625 3.447 1.855  -0.0030
H -2.314 5.692 -1.414  0.2095
H -0.831 5.919 -2.338  0.3278
H -1.043 6.721 -0.791  0.4348
H 1.643 3.025 -0.845  -0.2152
H 2.018 4.714 -0.511  0.4505
H 1.396 4.252 -2.089  0.4081
H -4.579 0.331 -1.855  0.1314
H -5.905 0.579 -0.721  0.5251
H -4.390 -0.119 -0.154  0.0766
H -4.891 3.389 -2.572  0.2318
H -4.381 4.603 -1.392  0.2725
H -5.952 3.838 -1.245  0.4331
H -3.372 2.349 1.912  -0.0082
H -5.121 2.338 1.828  0.4277
H -4.247 3.833 1.505  0.4210

Expectation value of S²: 3.847
Calculated total energy (hartree): -4115.1651
HOMO-LUMO gap (alpha / beta) (eV): 6.37 / 6.02
2S+1: 4
Charge: +2